Record 1
Molecular formula: C23H26Cl2N3O4Rb
Method: DFT, ωB97M-V/def2-TZVPD

Geometry as XYZ:
```
59
Properties=species:S:1:pos:R:3:forces:R:3
Rb 0.1672 -0.5821 -0.7384 0.4 0.6 -0.2
C -1.9118 1.5775 -1.6870 0.0 0.1 0.2
N -2.1758 1.7656 -0.2637 0.0 -0.1 -0.1
C -2.2409 3.1730 0.1044 0.0 0.0 0.0
C -1.3360 3.5773 1.2649 0.0 -0.1 0.0
C 0.1683 3.5394 0.9504 -0.1 -0.1 0.0
N 0.7876 2.2581 1.2397 -0.1 0.0 -0.1
C 1.5525 2.2358 2.2560 0.1 -0.1 0.1
C 2.3253 1.1210 2.7946 0.0 0.1 0.0
C 2.8702 1.2973 4.0739 0.0 0.0 0.0
C 3.6299 0.3369 4.7113 0.0 -0.1 -0.1
C 3.8757 -0.8655 4.0175 -0.1 0.1 0.0
C 3.3901 -1.0695 2.7525 0.0 0.1 0.0
C 2.5878 -0.0920 2.0527 0.0 -0.1 -0.1
O 2.1802 -0.2984 0.8797 0.4 0.0 0.5
C -3.3405 1.0058 0.1636 0.1 0.0 0.0
C -3.4393 0.8252 1.6763 0.0 0.1 0.0
C -2.2537 0.0585 2.2602 -0.1 -0.1 -0.1
N -2.0078 -1.1277 1.4744 0.2 0.2 0.0
C -1.6280 -2.1930 2.0526 0.0 0.0 -0.1
C -1.1413 -3.3939 1.3852 0.0 0.2 0.0
C -0.6912 -4.4442 2.1929 0.0 0.0 0.0
C -0.0813 -5.5727 1.6852 0.0 0.0 -0.1
C 0.1264 -5.6324 0.2934 0.0 0.1 0.1
C -0.2908 -4.6232 -0.5384 -0.1 -0.1 0.2
C -0.9984 -3.4597 -0.0566 -0.2 -0.2 -0.1
O -1.4249 -2.5784 -0.8512 -0.2 -0.8 0.1
H -2.6990 2.0023 -2.3288 0.0 0.0 0.0
H -1.8361 0.5151 -1.9074 -0.2 0.1 -0.2
H -0.9581 2.0346 -1.9595 -0.1 0.0 0.0
H -3.2799 3.4502 0.3403 0.0 0.0 0.0
H -1.9566 3.7749 -0.7652 0.0 0.0 0.0
H -1.5241 2.9372 2.1295 0.0 0.0 0.0
H -1.6044 4.5998 1.5565 0.0 0.0 0.0
H 0.6642 4.3459 1.5122 0.0 0.0 0.1
H 0.3095 3.7591 -0.1131 0.0 0.0 0.0
H 1.6709 3.1680 2.8411 0.0 0.0 0.0
H 2.6712 2.2401 4.5814 0.0 0.0 0.0
H 4.0211 0.5023 5.7070 0.0 0.0 0.0
H 4.4634 -1.6446 4.4939 0.0 0.0 0.0
H 3.5789 -1.9946 2.2208 0.0 0.0 0.0
H -3.2686 0.0130 -0.2812 0.0 0.0 0.0
H -4.2712 1.4775 -0.2070 0.0 0.0 0.0
H -4.3645 0.2742 1.8752 0.0 0.0 0.0
H -3.5316 1.7932 2.1826 0.0 0.0 0.0
H -2.4254 -0.1588 3.3265 0.0 0.0 0.1
H -1.3613 0.6919 2.1955 0.0 0.0 0.0
H -1.5900 -2.2287 3.1568 0.0 0.0 0.0
H -0.8108 -4.3428 3.2691 0.0 0.0 0.0
H 0.2640 -6.3649 2.3380 0.0 0.0 0.0
H 0.6402 -6.4908 -0.1290 0.0 0.0 0.0
H -0.1236 -4.6692 -1.6079 0.0 0.0 0.0
Cl -1.9662 2.1189 -5.6039 0.1 0.0 0.0
C -0.2413 1.6302 -5.4678 -0.1 0.1 0.1
Cl 0.7158 2.9837 -4.7947 -0.1 0.0 0.0
C -0.1234 0.2764 -4.6682 0.5 0.1 0.0
O -0.4787 -0.6791 -5.3712 -0.1 0.1 0.2
O 0.3572 0.3570 -3.5252 -0.3 -0.2 -0.2
H 0.1064 1.4730 -6.4787 0.0 0.0 -0.1
```
Positions in Å, forces in eV/Å.

Calculated values
E_HOMO	-1.76	eV
molar mass	564.85	g mol⁻¹
total charge	-2
energy	-62635.8680	eV
LUMO	4.0	eV

***

Record 2
Molecular formula: C18H36Cl18
Method: DFT, ωB97M-V/def2-TZVPD

Geometry as XYZ:
```
72
Properties=species:S:1:pos:R:3:forces:R:3
Cl 0.1720 20.2428 3.2406 0.0 -0.6 0.0
C 0.1167 18.8021 2.1677 0.3 0.3 -0.3
C -1.2384 18.4089 1.7241 -1.1 -0.4 0.8
Cl -2.3194 17.6994 3.0330 0.5 0.4 -0.3
H 0.6280 17.9231 2.5602 0.3 0.5 0.4
H 0.5777 19.1225 1.2334 0.5 0.0 0.1
H -1.0947 17.5686 1.0449 -0.3 0.4 -0.3
H -1.7788 19.2766 1.3456 0.0 -0.4 -0.3
Cl -2.4391 24.7835 7.5537 0.3 0.1 0.2
C -3.5400 24.3294 8.8753 0.5 -0.1 1.2
C -3.5098 25.2998 10.1428 -0.7 -1.4 -1.2
Cl -4.3285 26.7956 9.7130 -0.2 0.6 0.1
H -3.2960 23.3112 9.1781 0.5 0.1 0.2
H -4.5018 24.1782 8.3853 -0.3 0.8 0.5
H -2.5730 25.5692 10.6306 0.3 -0.3 -0.8
H -4.0739 24.7862 10.9214 -0.3 0.1 -0.1
Cl 2.0014 21.6691 0.4635 -0.5 -0.3 -0.8
C 2.9628 22.4168 1.7066 0.8 0.5 1.1
C 3.1602 23.9013 1.4848 -0.1 0.5 -0.6
Cl 4.1800 24.1195 0.0158 -0.1 0.1 0.0
H 3.9528 21.9607 1.7138 -0.1 -0.2 0.0
H 2.4683 22.1919 2.6516 0.0 0.2 0.0
H 3.6899 24.4639 2.2535 0.0 -0.6 0.3
H 2.2380 24.4526 1.3016 -0.1 -0.3 -0.1
Cl -7.6700 26.3482 2.3469 -0.2 0.5 0.0
C -6.7383 25.0773 1.5716 0.2 -1.0 -0.5
C -6.2791 25.4632 0.1454 -0.1 -0.1 1.5
Cl -5.4275 24.0513 -0.5197 0.1 -0.2 -0.2
H -7.3405 24.1689 1.5584 -0.3 0.2 -0.3
H -5.9096 24.8117 2.2279 0.2 0.4 -0.3
H -5.5478 26.2634 0.2595 -0.2 0.1 -0.4
H -7.1222 25.7136 -0.4984 0.2 0.1 0.1
Cl 3.3979 25.8796 6.9058 0.3 0.0 0.4
C 3.3044 25.9817 5.1374 -0.1 0.2 -0.1
C 3.8788 27.3292 4.6535 -0.3 -0.8 0.4
Cl 3.7930 27.3053 2.8611 0.2 0.3 0.3
H 2.2592 25.7446 4.9385 0.1 0.7 -0.4
H 3.8788 25.1671 4.6965 0.2 0.1 0.2
H 4.9049 27.3902 5.0160 0.1 -0.1 -0.5
H 3.4011 28.2232 5.0542 -0.5 -0.3 -0.2
Cl -6.4131 25.9083 6.0419 0.1 -0.1 0.0
C -5.7207 27.5167 6.3814 0.8 0.4 -0.3
C -4.2303 27.5949 5.9326 -0.9 0.3 0.4
Cl -3.6059 29.2609 6.1778 -0.2 0.1 0.2
H -5.7993 27.6765 7.4568 0.1 0.0 -0.2
H -6.3439 28.2402 5.8558 0.2 0.0 0.0
H -4.0929 27.4381 4.8627 -0.2 -0.5 0.3
H -3.6306 26.9522 6.5771 0.0 -0.1 -0.4
Cl -0.0782 24.7597 -0.4039 -0.5 -0.3 -0.3
C -1.4320 23.5238 -0.5812 1.2 0.3 -0.4
C -1.7812 23.2530 -2.0775 0.6 0.3 1.5
Cl -0.3797 22.3877 -2.8904 -1.1 0.7 0.5
H -2.2088 23.9623 0.0452 -0.4 -0.3 -0.6
H -0.9952 22.6589 -0.0819 -0.3 -0.1 -0.2
H -1.9948 24.2143 -2.5448 0.3 -0.2 -0.3
H -2.6816 22.6404 -2.1235 0.2 -0.2 -0.1
Cl -3.8716 24.5882 3.8595 0.6 -0.3 0.2
C -2.0896 24.7379 3.5595 -0.4 0.7 -1.2
C -1.2522 23.6073 4.0756 -0.9 -0.1 1.3
Cl 0.4639 24.0178 3.8268 -0.2 -0.3 -0.1
H -1.8120 25.7081 3.9715 0.1 -0.2 0.1
H -1.9879 24.7885 2.4754 0.0 0.2 0.0
H -1.5423 22.6422 3.6601 0.5 0.2 -0.3
H -1.4509 23.5505 5.1458 0.4 -0.2 0.1
Cl -3.0442 21.7754 1.7742 -0.1 -0.4 -0.6
C -4.4070 20.6186 1.8389 -0.3 -0.8 -0.5
C -4.8477 20.6014 3.2577 -0.1 0.6 0.6
Cl -6.1344 19.4434 3.5393 -0.6 -0.6 -0.1
H -4.1312 19.5878 1.6168 0.7 0.2 -0.3
H -5.1662 20.8589 1.0946 0.0 0.5 0.3
H -5.2404 21.5752 3.5502 0.3 -0.1 0.2
H -3.9937 20.2688 3.8478 -0.1 0.3 0.2
```
Positions in Å, forces in eV/Å.

Calculated values
E_HOMO	-10.42	eV
molar mass	890.64	g mol⁻¹
structure (SMILES)	ClCCCl.ClCCCl.ClCCCl.ClCCCl.ClCCCl.ClCCCl.ClCCCl.ClCCCl.ClCCCl
energy above the lowest of the compared OMol25 structures with the same formula, charge and spin	110.1	kJ/mol
energy	-244655.2958	eV
LUMO	0.4	eV